No. 1
Entry from the OMol25 dataset: C24H21AuN3OS2 as an isolated structure (wB97M-V/def2-TZVPD).

Calculated values
Largest force on an atom in eV/A: 0.5
Charge: +1
E in eV: -57105.047

Each line ends with the Löwdin charge.
Geometry (Å):
H -0.222 -7.711 -0.573  0.109
C 0.774 4.894 2.055  -0.479
C 0.075 1.325 3.046  -0.122
O 1.074 -0.203 -3.154  -0.151
H -0.780 -8.326 1.914  0.073
N 0.346 -1.312 0.513  0.042
C 0.228 2.713 3.127  0.071
H 1.631 -1.975 -4.747  0.095
C -0.893 1.607 -3.708  -0.041
H -0.474 1.042 5.119  0.123
H -0.011 2.248 -3.710  0.096
C -0.305 0.532 4.178  -0.006
C 1.137 7.279 1.499  -0.397
Au 0.819 0.437 -1.168  0.842
H 0.417 -3.009 -0.597  0.115
N 0.674 1.418 0.722  -0.029
C -0.302 -6.997 0.233  -0.173
H 0.042 3.198 4.077  0.128
H 1.172 3.248 -0.052  0.089
C -0.264 -4.901 1.246  -0.481
H 0.559 -1.433 -6.056  0.081
H -0.084 -2.414 -4.746  0.103
H 0.124 -5.149 -0.872  0.106
H 0.448 5.380 4.137  0.112
H -2.105 -0.755 -5.518  0.103
C 0.866 7.090 2.817  -0.168
H -0.652 -3.460 3.539  0.108
H 1.341 8.208 0.990  0.074
C 0.219 -2.611 0.390  -0.051
C -0.594 -7.342 1.516  -0.398
H 0.825 7.890 3.542  0.111
H -1.730 2.149 -4.132  0.089
C 0.298 0.698 1.806  -0.142
C 0.632 -1.626 -4.989  0.025
C 0.611 3.445 2.018  -0.183
H -2.155 0.984 -5.818  0.089
C -0.368 -2.861 2.681  0.039
C 0.137 -0.727 1.702  -0.164
H -1.121 1.353 -2.670  0.055
S -0.641 -5.982 2.547  1.067
N -0.649 0.403 -4.499  -0.122
H -0.730 -1.399 4.940  0.125
C -0.449 -0.805 4.079  -0.001
C 0.349 -0.409 -4.154  -0.475
C -0.229 -1.476 2.834  -0.126
C 0.656 5.728 3.135  -0.110
C -1.496 0.138 -5.663  -0.019
S 1.120 5.813 0.625  1.059
H -0.899 0.012 -6.565  0.092
C -0.143 -3.464 1.458  -0.185
C 0.835 2.723 0.831  -0.080
C -0.114 -5.605 0.078  -0.118

No. 2
Entry from the OMol25 dataset: C24H21B3CdN3O24 as an isolated structure in a non-equilibrium geometry (wB97M-V/def2-TZVPD).

Calculated values
Energy relative to the best compared isomer or geometry (same formula, charge and spin) in eV: 0.140
Largest force on an atom in eV/A: 6.3
Charge: -1

Each line ends with the Löwdin charge.
Geometry (Å):
H -0.323 4.499 -2.599  0.134
H 0.391 -4.272 2.127  0.100
C -1.738 -3.796 2.668  -0.069
H 1.127 6.103 -3.808  0.082
H -0.156 -3.539 -4.176  0.077
Cd -0.211 0.774 -0.157  1.228
C -0.162 4.985 -1.637  -0.192
O -0.923 1.005 4.483  0.136
O 8.308 0.147 -0.625  0.149
B 4.972 0.206 -1.717  -0.798
H 0.751 -1.267 -4.675  0.084
N 0.095 2.878 -0.138  0.129
C 1.133 6.697 -2.895  -0.111
H 0.159 -4.416 -0.264  0.129
C -4.029 -0.807 0.821  -0.312
B 1.484 -1.533 4.253  -0.919
C -0.653 -3.942 0.287  -0.165
C -0.050 0.161 4.275  -0.317
H -1.963 -4.321 3.596  0.075
H -2.734 -3.808 2.225  0.061
H -1.791 -2.920 -4.338  0.072
O 7.803 2.053 -2.823  0.095
H -1.616 -4.286 -0.090  0.129
O 1.396 -2.987 4.223  0.208
H -0.969 5.711 -1.539  0.143
O 4.206 -2.436 6.169  0.154
O 6.060 -0.222 -0.821  0.211
H 1.989 5.171 -1.722  0.126
H -0.417 -1.703 -5.968  0.108
H -1.502 -2.747 2.848  0.064
O 0.365 -0.911 4.999  0.228
C -0.782 -2.661 -4.017  -0.085
O -2.178 0.862 0.609  -0.024
H -2.099 -0.198 -4.858  0.126
O -6.565 1.446 1.123  0.246
C 0.617 0.025 2.902  -0.345
C -0.511 -2.522 0.163  -0.158
H -0.827 -5.486 1.707  0.104
C -7.483 1.742 1.994  -0.385
C 3.214 -2.405 5.496  -0.376
O 1.711 0.339 -0.567  -0.054
N -0.698 0.438 -2.133  0.123
O -7.675 1.234 4.398  0.106
N -0.408 -1.409 -0.006  0.154
O -8.533 2.307 1.715  0.122
H -0.785 -2.409 -2.957  0.053
O 2.722 -1.265 4.989  0.223
C 1.092 5.791 -1.724  -0.291
C 6.954 1.248 -2.361  -0.349
C -0.619 -4.416 1.744  -0.208
H -0.680 0.600 -5.340  0.123
C -7.024 1.189 3.341  -0.401
O -3.467 -1.848 0.513  0.119
C -3.322 0.561 0.958  -0.286
O -4.162 1.403 1.561  0.264
O 0.396 0.751 1.914  -0.035
H 0.194 7.249 -2.864  0.080
O 4.345 -0.880 -2.467  0.277
C 3.087 -0.908 -2.181  -0.341
B -5.461 0.754 1.778  -0.859
O -5.876 0.664 3.195  0.262
O 3.873 0.772 -0.873  0.301
O -5.314 -0.620 1.225  0.226
O 1.471 -0.939 2.912  0.271
H 1.991 7.368 -2.847  0.087
C 2.830 0.106 -1.030  -0.366
C -0.051 3.853 -0.800  -0.118
H 1.074 6.451 -0.857  0.123
C -0.292 -1.485 -4.908  -0.221
C -1.035 -0.145 -4.628  -0.162
O 5.659 1.207 -2.611  0.214
O 2.157 -1.473 -2.778  0.099
C -0.860 0.227 -3.253  -0.135
O 2.660 -4.753 5.126  0.123
C 7.251 0.320 -1.194  -0.348
C 2.407 -3.566 4.910  -0.318

No. 3
Entry from the OMol25 dataset: C24H21BCl2N6O2ReS as an isolated structure (wB97M-V/def2-TZVPD).

Calculated values
Energy relative to the best compared isomer or geometry (same formula, charge and spin) in eV: 0.000
Largest force on an atom in eV/A: 0.6
Charge: +1

Each line ends with the Löwdin charge.
Geometry (Å):
Cl -2.450 -1.808 1.199  0.698
H 0.069 -3.803 5.386  0.110
C -3.322 1.323 -2.938  -0.099
C 4.005 -0.617 1.444  -0.029
O -1.055 -3.563 -1.892  0.121
H -4.046 1.479 -4.945  0.113
C -0.974 0.326 -0.314  -0.659
C -2.244 -3.282 0.115  -0.861
C -0.159 2.772 3.416  -0.029
H -0.541 3.698 3.805  0.105
O 0.030 -2.498 -0.268  -0.212
C 1.755 1.161 -2.746  -0.056
C -0.409 -2.803 3.475  -0.129
C -2.539 1.912 -1.955  -0.511
H -1.465 4.634 -3.640  0.113
C 0.279 -3.050 4.649  -0.015
C -2.765 3.122 -4.427  -0.059
C -1.000 -3.115 -0.779  -0.712
H 2.627 1.798 -2.791  0.115
H 2.284 -1.576 -1.153  0.123
Cl -2.141 -4.735 1.074  0.716
C -0.773 1.916 2.504  -0.128
C 1.031 2.152 3.725  -0.046
C 1.303 -2.116 4.655  -0.033
H 2.087 -1.930 5.369  0.135
H 1.819 2.418 4.408  0.132
H -1.385 -1.095 -2.625  0.118
H -2.856 3.600 -5.393  0.112
H 1.987 0.439 -4.748  0.114
C 4.053 -1.104 0.146  -0.012
C 1.004 1.095 -1.585  -0.059
H 4.930 -1.349 -0.424  0.109
S -2.447 1.165 -0.342  1.035
C -1.873 3.108 -2.196  -0.087
C -3.435 1.933 -4.177  -0.061
N 2.729 -0.438 1.790  -0.002
H -3.148 -3.292 -0.484  0.080
H 1.292 1.665 -0.710  0.125
H 2.914 0.054 3.976  0.129
C -0.504 -0.470 -2.654  -0.034
C 1.393 0.397 -3.845  -0.045
C -1.982 3.706 -3.441  -0.059
H 4.788 -0.406 2.151  0.135
B 2.080 -0.145 3.149  -0.502
Re -0.125 -0.886 0.909  1.350
N 1.935 -0.799 0.757  -0.099
H -3.839 0.394 -2.736  0.111
N 1.106 1.011 3.026  -0.019
C 2.727 -1.220 -0.238  -0.095
H -0.003 -1.021 -4.655  0.120
C -0.129 0.284 -1.538  -0.347
C 0.269 -0.422 -3.798  -0.033
H -1.276 3.563 -1.417  0.114
N 1.224 -1.376 3.551  -0.007
H -1.269 -3.301 3.069  0.039
N 0.162 -1.789 2.810  -0.114
H -1.730 2.025 2.031  0.065
N 0.000 0.858 2.262  -0.082

No. 4
Entry from the OMol25 dataset: C24H21BClCsN10O6 as an isolated structure (wB97M-V/def2-TZVPD).

Calculated values
Energy relative to the best compared isomer or geometry (same formula, charge and spin) in eV: 2.615
Largest force on an atom in eV/A: 0.8
Charge: -1
Spin multiplicity: 2

Each line ends with the Löwdin charge.
Geometry (Å):
C -2.327 2.879 2.653  -0.357
C 2.820 2.069 -1.569  -0.143
C -1.455 -1.654 -1.085  0.040
C 1.087 3.508 -1.919  -0.134
C 3.277 4.160 -2.645  -0.272
Cs 0.081 1.241 1.180  1.254
Cl -2.292 1.452 -3.591  0.585
O -1.118 3.049 3.020  -0.224
H -2.285 -2.134 -0.586  0.159
C 0.100 -5.282 0.910  -0.111
H -1.758 -1.354 -3.142  0.172
C -3.427 3.080 3.631  -0.320
O -5.112 1.723 0.777  0.036
H 4.780 4.687 -4.087  0.081
C -0.033 -0.444 -2.341  -0.086
C 4.231 5.142 -3.262  -0.049
N -0.698 -1.391 2.498  -0.014
C -4.347 2.249 1.581  -0.331
H 4.773 2.667 -2.214  0.112
H 4.006 -0.344 1.411  0.100
C -1.494 -0.755 -2.258  -0.289
H -3.500 0.045 -2.138  0.092
N 0.670 -1.071 -1.482  0.163
N 1.671 -2.407 0.881  -0.005
H 3.147 1.120 -1.155  0.103
H -1.972 -0.474 3.862  0.116
C -2.479 0.417 -2.146  -0.495
O -2.327 2.153 0.289  -0.297
N -0.821 -2.463 1.686  -0.027
H 4.854 -2.972 1.254  0.085
C -2.042 -3.044 1.863  -0.106
H -2.340 1.026 -1.245  0.038
H 0.196 -5.197 1.981  0.132
C -4.723 2.775 2.932  -0.296
C -0.102 -5.836 -1.200  -0.168
B 0.202 -2.727 0.582  -0.661
C -1.834 -1.282 3.160  -0.141
N -0.252 -1.816 -0.687  0.090
C 2.706 -3.285 0.919  -0.077
C -2.726 -2.314 2.799  -0.047
H 0.425 0.223 -3.056  0.118
H 1.518 5.376 -2.878  0.111
N 0.050 -4.179 0.131  -0.038
H 3.707 6.019 -3.640  0.074
H -3.721 -2.490 3.168  0.096
H 0.027 3.707 -1.792  0.115
O 1.265 3.898 1.793  -0.164
H 4.965 5.477 -2.526  0.084
N 1.522 2.344 -1.447  -0.002
O -5.845 2.905 3.375  0.082
N 0.177 4.206 1.541  0.005
H 2.552 -4.340 0.773  0.111
C -2.905 2.443 1.390  -0.375
H -2.323 -3.930 1.317  0.119
N 2.124 -1.146 1.061  -0.008
C 3.725 2.936 -2.154  -0.030
N -0.081 -4.514 -1.174  0.078
O -3.303 3.397 4.801  0.063
C -0.008 -6.382 0.093  -0.072
H -0.204 -6.349 -2.143  0.094
C 3.427 -1.237 1.232  -0.166
C 3.857 -2.578 1.155  -0.069
H -0.014 -7.418 0.384  0.086
C 1.923 4.438 -2.522  -0.021

> Number 1 is which compound?

C24H21AuN3OS2

> Which value of largest force on an atom does entry 2 give?

6.3 eV/A